No. 1
59
Properties=species:S:1:pos:R:3:forces:R:3:nbo_charge:R:1 method="wB97M-V/def2-TZVPD" relative_energy_ev=0.0000 spin_multiplicity=1 homo_ev=-13.49 total_charge=+2
Y -0.364 0.083 -0.409 -0.7 1.4 -0.1 1.865
Br -2.578 0.794 -2.024 0.3 0.0 0.0 -0.645
C 0.970 0.007 -3.701 -1.2 -0.1 -0.8 0.809
O 0.641 -0.153 -2.519 0.6 -0.3 0.3 -0.740
N 0.016 0.187 -4.646 0.7 0.0 0.3 -0.804
N 2.249 -0.002 -4.142 0.0 0.3 0.1 -0.821
H -0.948 0.130 -4.357 -0.1 0.2 0.0 0.445
H 0.265 0.259 -5.616 -0.3 0.0 -0.1 0.404
H 3.015 -0.163 -3.515 -0.1 0.0 0.1 0.415
H 2.448 0.233 -5.099 0.1 -0.1 0.0 0.411
C 0.314 -0.768 2.955 -1.0 0.4 0.8 0.820
O 0.015 -0.675 1.764 0.7 -0.7 0.1 -0.721
N -0.204 0.085 3.885 0.9 -0.9 -0.4 -0.821
N 1.096 -1.749 3.471 0.1 0.2 -0.6 -0.817
H -0.903 0.747 3.607 0.0 0.2 0.1 0.422
H 0.282 0.077 4.764 -0.6 0.6 0.3 0.406
H 1.127 -1.970 4.450 0.0 0.0 0.0 0.418
H 1.603 -2.323 2.825 0.0 -0.1 0.1 0.402
C 3.042 -0.341 0.184 1.1 -0.2 -0.7 0.824
O 1.863 -0.222 -0.142 0.5 -0.3 0.3 -0.712
N 3.570 -1.501 0.667 -0.4 0.8 0.1 -0.817
N 3.948 0.647 -0.054 -0.3 -0.2 0.3 -0.819
H 2.965 -2.293 0.752 0.1 -0.1 0.1 0.406
H 4.529 -1.531 0.964 -0.1 -0.3 0.0 0.414
H 3.682 1.389 -0.677 -0.1 0.1 0.2 0.418
H 4.913 0.548 0.208 0.0 0.1 -0.1 0.408
C -1.923 2.521 1.506 -0.3 0.8 -1.0 0.817
O -1.212 1.594 1.098 0.0 -0.1 0.8 -0.743
N -3.015 2.910 0.822 -0.1 0.0 0.3 -0.811
N -1.596 3.261 2.597 -0.1 0.0 0.4 -0.831
H -3.220 2.474 -0.069 0.1 -0.2 0.0 0.450
H -3.511 3.751 1.061 0.0 0.0 0.0 0.408
H -2.260 3.881 3.030 0.0 0.0 -0.1 0.414
H -0.741 3.112 3.101 0.0 -0.3 -0.1 0.408
C 1.285 3.162 -0.968 0.1 0.0 -0.9 0.817
O 0.598 2.167 -0.735 0.1 0.2 0.3 -0.708
N 1.447 4.197 -0.122 0.2 -0.2 -0.2 -0.808
N 1.935 3.274 -2.161 0.1 -0.1 0.2 -0.828
H 1.780 5.063 -0.508 0.0 0.2 0.4 0.412
H 1.106 4.142 0.818 -0.2 0.1 0.0 0.418
H 1.760 2.577 -2.863 -0.1 0.0 0.0 0.416
H 2.639 3.967 -2.343 -0.1 0.1 0.0 0.408
C -1.317 -4.479 -0.754 -1.0 0.2 0.5 -0.631
C -1.533 -2.975 -0.660 -0.3 0.0 -1.0 -0.073
C -2.332 -2.544 0.549 1.1 0.6 0.3 -0.061
O -2.367 -1.109 0.577 -0.2 -0.7 -0.8 -0.573
C -3.335 -0.594 1.444 -1.0 0.8 0.8 -0.253
N -0.218 -2.242 -0.666 -0.5 -2.1 -0.2 -0.884
H -0.988 -4.860 0.216 0.3 -0.2 -0.2 0.210
H -0.668 -4.760 -1.580 0.3 0.1 0.1 0.229
H -2.288 -4.932 -0.970 0.1 -0.2 0.1 0.243
H -2.099 -2.703 -1.558 0.2 0.4 0.1 0.226
H -1.753 -2.830 1.441 -0.5 -0.4 0.1 0.175
H -3.346 -2.934 0.535 0.0 -0.2 0.1 0.220
H -2.988 -0.545 2.483 0.2 0.0 -0.1 0.170
H -4.296 -1.120 1.467 0.4 -0.5 -0.3 0.202
H -3.636 0.401 1.119 0.4 0.1 -0.1 0.212
H 0.301 -2.780 0.031 0.2 0.6 0.2 0.379
H 0.236 -2.541 -1.530 0.0 0.4 -0.1 0.402

***

No. 2
40
Properties=species:S:1:pos:R:3:forces:R:3:nbo_charge:R:1 method="wB97M-V/def2-TZVPD" smiles="CCN(CCO)[C@H]1CC(=O)N(c2ccccc2C)C1=O" relative_energy_ev=0.7627 spin_multiplicity=1 homo_ev=-9.03 total_charge=0
C -2.751 -1.898 -1.322 0.3 0.1 0.0 -0.611
C -1.673 -0.880 -0.962 -0.2 -0.2 -0.1 -0.224
N -2.189 0.098 -0.011 0.1 0.1 0.1 -0.463
C -2.954 1.171 -0.641 -0.4 0.3 0.2 -0.254
C -4.138 1.542 0.256 0.3 0.1 -0.1 -0.063
O -4.935 0.418 0.524 -0.2 -0.3 0.0 -0.722
C -1.201 0.590 0.939 -0.3 0.0 0.1 -0.142
C -0.755 -0.475 1.941 0.0 0.0 0.0 -0.514
C 0.731 -0.656 1.712 -0.3 -0.2 0.4 0.710
O 1.465 -1.425 2.272 0.1 0.0 0.0 -0.561
N 1.122 0.243 0.736 0.6 0.1 -0.2 -0.519
C 2.474 0.410 0.311 0.3 0.1 -0.1 0.198
C 3.093 1.624 0.568 0.0 -0.1 0.0 -0.206
C 4.402 1.828 0.172 0.0 0.1 0.0 -0.214
C 5.087 0.814 -0.474 0.0 0.0 0.0 -0.195
C 4.459 -0.391 -0.733 0.0 0.0 0.0 -0.197
C 3.141 -0.617 -0.355 -0.1 0.1 0.1 -0.023
C 2.468 -1.919 -0.660 0.0 0.0 0.1 -0.640
C 0.097 1.035 0.258 -0.4 0.1 -0.1 0.695
O 0.216 1.888 -0.582 0.0 0.0 0.0 -0.562
H -3.620 -1.413 -1.759 -0.1 0.0 -0.1 0.212
H -3.072 -2.436 -0.434 0.0 -0.1 0.1 0.206
H -2.359 -2.614 -2.040 0.0 -0.1 -0.1 0.214
H -0.838 -1.412 -0.500 0.0 0.0 0.0 0.190
H -1.294 -0.393 -1.873 0.1 0.0 0.1 0.188
H -3.348 0.798 -1.587 0.0 0.0 0.0 0.205
H -2.337 2.052 -0.852 0.0 -0.1 -0.1 0.209
H -4.776 2.275 -0.243 0.1 0.0 0.0 0.185
H -3.780 1.983 1.199 0.0 0.1 -0.1 0.146
H -4.325 -0.312 0.701 0.0 0.1 0.0 0.474
H -1.639 1.455 1.445 0.1 -0.1 0.0 0.233
H -0.915 -0.172 2.976 0.0 0.0 0.0 0.252
H -1.275 -1.422 1.795 0.0 0.0 0.0 0.251
H 2.543 2.402 1.074 -0.1 0.1 0.0 0.220
H 4.883 2.773 0.372 0.0 0.1 0.0 0.217
H 6.111 0.963 -0.782 0.1 0.0 0.0 0.215
H 4.997 -1.175 -1.245 0.0 -0.1 -0.1 0.211
H 1.497 -1.751 -1.126 -0.1 0.0 0.0 0.213
H 3.078 -2.516 -1.332 0.0 0.0 -0.1 0.220
H 2.311 -2.483 0.260 0.0 -0.1 0.0 0.245

***

No. 3
22
Properties=species:S:1:pos:R:3:forces:R:3:nbo_charge:R:1 method="wB97M-V/def2-TZVPD" relative_energy_ev=0.0000 spin_multiplicity=2 homo_ev="-8.13 / -10.30" s_squared=0.757 total_charge=0
O 0.227 -0.992 -0.521 0.2 -0.3 -0.1 -0.668
C 0.219 -1.393 0.659 0.0 0.2 0.2 0.262
C -0.833 -1.052 1.540 -0.4 -0.8 -0.4 -0.021
C 0.874 2.188 0.804 -0.6 0.0 0.2 -0.617
C 0.108 2.171 -0.515 0.1 -0.1 -0.5 -0.616
N -2.034 -0.701 1.043 -0.6 0.0 0.2 -0.706
H 0.988 -2.086 1.019 0.2 0.4 0.2 0.151
H -0.782 -1.212 2.602 0.2 0.0 0.2 0.201
H 0.217 1.838 1.603 0.0 -0.2 0.1 0.188
H 1.138 3.188 1.136 0.4 0.1 -0.3 0.202
H -0.623 1.367 -0.516 -0.3 0.1 0.1 0.208
H 0.728 1.941 -1.382 0.3 0.1 0.2 0.213
H -0.371 3.118 -0.753 -0.2 0.0 0.2 0.196
H -2.820 -0.737 1.674 0.2 0.2 0.0 0.393
H -2.297 -0.958 0.095 0.5 0.1 0.0 0.429
H 1.736 1.532 0.758 0.2 0.1 0.1 0.224
H -0.978 -1.921 -1.318 -0.2 -0.2 -0.3 0.492
H -1.788 -2.706 -2.394 0.0 0.0 -0.1 0.475
O -1.773 -2.473 -1.464 -0.1 0.1 0.2 -0.989
H 1.972 -0.650 -1.046 0.1 0.0 -0.6 0.498
H 3.278 -0.292 -1.926 -0.4 -0.3 -0.2 0.471
O 2.815 -0.172 -1.098 0.3 0.4 0.7 -0.984

***

No. 4
47
Properties=species:S:1:pos:R:3:forces:R:3:nbo_charge:R:1 method="wB97M-V/def2-TZVPD" smiles="Cc1ccc([C@]23Cn4cccc4C(=O)N2CCN3C(=O)c2conc2C)cn1" relative_energy_ev=3.1400 spin_multiplicity=1 homo_ev=-8.66 total_charge=0
C -3.314 -2.473 1.669 1.4 -0.3 0.2 -0.634
C -2.129 -1.623 1.283 0.3 0.1 -0.3 0.221
C -0.901 -1.715 1.916 0.5 -0.2 0.6 -0.247
C 0.211 -0.976 1.533 -1.0 0.5 -1.1 -0.163
C 0.059 -0.117 0.420 -1.2 -0.7 -0.1 -0.130
C 1.212 0.717 -0.111 1.0 -0.7 -0.2 0.373
C 1.262 0.841 -1.692 -0.6 0.3 0.0 -0.223
N 1.609 -0.445 -2.315 -0.5 -0.6 0.0 -0.323
C 1.124 -1.036 -3.475 0.5 -1.1 0.3 -0.043
C 1.745 -2.286 -3.614 0.4 0.6 0.2 -0.301
C 2.657 -2.415 -2.516 -0.2 -0.8 -0.3 -0.219
C 2.545 -1.294 -1.735 -1.5 0.6 0.1 -0.011
C 3.106 -0.913 -0.432 2.2 1.2 -0.2 0.662
O 4.238 -1.290 -0.126 -1.1 -0.2 0.5 -0.599
N 2.503 0.125 0.282 0.2 -1.2 -0.2 -0.475
C 3.229 0.836 1.342 0.6 0.9 -1.4 -0.207
C 2.254 1.919 1.769 -0.3 -0.9 0.1 -0.219
N 1.277 1.937 0.682 -0.5 2.5 0.5 -0.464
C 0.328 2.957 0.645 -0.1 -1.3 -2.4 0.682
O -0.446 3.013 -0.300 -0.1 -0.2 0.1 -0.589
C 0.270 3.986 1.674 1.1 1.5 1.4 -0.284
C 0.887 5.211 1.695 -0.4 -0.7 -0.3 0.176
O 0.686 5.849 2.882 -0.6 -2.2 -0.9 -0.284
N -0.079 4.939 3.688 -0.4 0.2 -0.1 -0.115
C -0.356 3.881 2.966 0.9 -0.3 -0.7 0.189
C -1.088 2.608 3.389 -0.4 1.4 0.4 -0.652
C -1.242 -0.036 -0.144 0.6 -1.0 1.0 0.060
N -2.293 -0.760 0.291 0.4 0.7 -0.9 -0.423
H -4.041 -1.820 2.061 -1.2 0.7 0.5 0.228
H -3.042 -3.200 2.439 0.0 0.1 -0.1 0.210
H -3.714 -2.994 0.819 -0.2 -0.1 -0.4 0.233
H -0.806 -2.402 2.736 0.1 -0.2 0.3 0.212
H 1.145 -1.088 2.059 0.2 0.0 0.0 0.224
H 2.029 1.560 -2.017 -0.3 0.1 0.5 0.218
H 0.284 1.173 -2.071 0.5 -0.1 0.1 0.240
H 0.371 -0.638 -4.154 0.3 0.4 0.6 0.224
H 1.633 -3.025 -4.436 -0.1 0.9 0.8 0.233
H 3.269 -3.294 -2.289 -0.2 0.6 -0.1 0.237
H 3.532 0.241 2.178 0.1 -0.7 0.3 0.219
H 4.149 1.326 0.927 -0.6 -0.7 0.2 0.207
H 2.774 2.873 1.853 -0.3 0.0 0.2 0.226
H 1.762 1.617 2.715 0.3 0.5 -0.3 0.191
H 1.457 5.646 0.855 -0.3 0.2 1.1 0.222
H -1.941 2.350 2.753 0.4 0.3 -0.3 0.246
H -1.512 2.757 4.372 0.1 -0.1 0.4 0.241
H -0.414 1.767 3.409 0.3 -0.3 0.0 0.226
H -1.417 0.583 -1.006 -0.2 0.3 0.0 0.204

***

No. 5
45
Properties=species:S:1:pos:R:3:forces:R:3:nbo_charge:R:1 method="wB97M-V/def2-TZVPD" smiles="N#Cc1cccc(F)c1-c1cc(-n2ccc([C@@H]3CCCO3)n2)c2c(n1)CNC2=O" relative_energy_ev=0.1490 spin_multiplicity=1 homo_ev=-8.87 total_charge=0
N 1.432 2.118 2.405 2.2 -0.8 0.4 -0.284
C 0.408 2.419 2.029 -3.2 0.8 -0.5 0.263
C -0.922 3.004 1.842 -1.3 0.9 -0.5 -0.141
C -0.989 4.405 2.065 -0.3 -0.6 -0.5 -0.170
C -2.239 5.041 2.001 0.1 -0.6 -0.2 -0.194
C -3.413 4.293 1.728 -1.0 1.0 -0.5 -0.268
C -3.382 2.929 1.519 4.1 0.7 0.6 0.421
F -4.433 2.219 1.322 -2.0 -0.8 -0.6 -0.280
C -2.124 2.277 1.507 2.0 2.7 1.3 -0.032
C -1.982 0.884 1.296 -2.1 -3.4 -0.3 0.180
C -1.397 0.339 0.161 0.9 0.5 -1.0 -0.264
C -1.318 -1.011 -0.129 1.6 -2.0 1.9 0.271
N -0.293 -1.511 -1.037 -0.8 1.5 0.5 -0.227
C -0.221 -2.777 -1.560 2.9 0.8 -0.7 -0.026
C 1.053 -2.891 -2.057 1.3 1.9 -0.8 -0.298
C 1.751 -1.537 -1.920 -1.5 -2.4 3.3 0.166
C 3.295 -1.229 -1.827 -1.5 2.7 -2.2 0.081
C 3.506 0.265 -2.287 -0.5 -0.3 0.0 -0.409
C 4.886 0.354 -2.862 -0.4 -0.8 -0.7 -0.438
C 5.040 -1.048 -3.387 1.4 -1.9 1.1 -0.066
O 4.009 -1.963 -2.768 1.8 0.6 -0.8 -0.534
N 0.913 -0.742 -1.231 -0.9 -1.8 -0.5 -0.262
C -1.969 -1.850 0.873 0.2 0.8 -2.5 -0.223
C -2.730 -1.175 1.800 -0.4 -1.3 1.9 0.263
N -2.700 0.105 2.150 0.2 0.1 -1.2 -0.413
C -3.414 -2.224 2.710 0.0 1.1 0.0 -0.257
N -2.950 -3.496 2.239 -1.2 1.2 0.3 -0.620
C -2.108 -3.320 1.148 -0.9 -1.6 2.2 0.665
O -1.615 -4.333 0.756 1.9 -0.7 -2.5 -0.594
H -0.029 4.942 2.167 -0.9 -0.2 0.3 0.237
H -2.265 6.122 2.160 -0.3 -0.4 -0.2 0.232
H -4.424 4.743 1.524 1.2 -0.1 0.7 0.237
H -0.883 0.978 -0.537 0.1 0.3 0.0 0.248
H -0.942 -3.554 -1.662 -0.8 0.1 0.6 0.257
H 1.484 -3.735 -2.581 -0.2 0.1 0.2 0.232
H 3.783 -1.233 -0.868 -0.5 -0.9 1.0 0.189
H 2.778 0.556 -3.009 -0.7 0.0 -0.6 0.206
H 3.447 0.964 -1.507 -0.5 0.8 1.4 0.218
H 5.571 0.551 -2.101 1.3 0.4 1.3 0.200
H 5.021 1.119 -3.646 -0.2 -0.4 0.3 0.221
H 6.102 -1.505 -3.311 -1.8 0.6 0.2 0.186
H 4.786 -0.993 -4.387 -0.4 -0.5 -2.3 0.176
H -4.513 -2.094 2.779 0.6 -0.1 0.0 0.212
H -2.924 -2.063 3.641 -0.2 0.5 1.3 0.209
H -3.085 -4.344 2.854 0.7 1.4 -1.8 0.428

***

No. 6
72
Properties=species:S:1:pos:R:3:forces:R:3:lowdin_spin:R:1 method="wB97M-V/def2-TZVPD" spin_multiplicity=2 homo_ev="-3.20 / -5.48" s_squared=0.773 total_charge=-1
C 14.945 18.392 25.729 0.2 -0.1 2.8 0.001
C 15.254 18.043 27.024 -0.2 1.3 -1.5 0.000
C 16.156 16.936 27.420 -0.6 -0.3 -2.8 0.000
O 16.433 16.702 28.562 0.4 -0.3 0.7 0.001
C 16.697 16.195 26.202 -0.8 0.9 -0.2 0.002
C 16.348 16.541 24.925 1.0 -1.3 1.5 -0.001
C 15.447 17.657 24.583 1.7 1.4 -1.6 0.000
O 15.430 18.183 23.456 -0.5 -1.5 1.7 0.000
H 14.539 19.369 25.513 -0.4 -0.1 0.0 0.000
H 15.070 18.722 27.843 -0.4 0.2 0.0 0.000
H 17.415 15.428 26.450 0.1 -0.2 -0.4 0.000
H 16.891 16.046 24.134 -0.2 0.0 -0.3 0.000
C 24.040 19.448 29.454 2.4 -1.0 -0.4 0.000
C 24.875 18.453 28.990 -2.7 1.8 1.3 0.000
C 24.295 17.248 28.335 2.0 0.1 1.0 0.000
O 25.091 16.364 28.020 -1.4 0.2 -0.3 0.000
C 22.822 17.205 28.306 -0.3 1.2 0.0 0.000
C 22.053 18.250 28.726 -0.3 -1.5 -0.5 0.000
C 22.562 19.496 29.372 0.8 0.0 0.0 0.000
O 21.941 20.426 29.865 0.2 -1.4 -0.7 0.000
H 24.558 20.219 30.005 -0.4 0.4 0.2 0.000
H 25.873 18.476 29.400 0.4 -0.3 -0.7 0.000
H 22.409 16.325 27.836 -0.3 0.0 0.0 0.000
H 20.993 18.114 28.573 -0.2 0.3 0.2 0.000
C 18.808 20.805 24.322 -1.4 -1.7 -1.7 0.058
C 19.010 21.989 24.893 1.0 1.4 1.5 0.072
C 19.784 22.149 26.155 0.7 -0.6 -2.2 0.103
O 20.360 23.196 26.512 -0.5 0.7 0.4 0.245
C 20.127 20.870 26.665 -1.3 -2.1 1.3 0.092
C 19.783 19.658 26.110 -0.2 0.3 -0.2 0.078
C 19.131 19.476 24.830 1.5 1.3 1.3 0.112
O 19.037 18.358 24.274 -0.7 0.1 -0.4 0.229
H 18.295 20.858 23.373 -0.1 -0.3 -0.4 0.000
H 18.739 22.859 24.313 0.0 0.3 0.2 0.002
H 20.400 20.680 27.692 0.8 1.0 0.3 0.002
H 20.058 18.791 26.691 0.0 -0.4 -0.1 0.002
C 22.537 14.230 24.325 0.2 -1.3 0.6 0.000
C 21.347 13.632 24.590 1.0 -0.3 -0.5 0.000
C 20.208 14.398 25.060 -2.0 0.7 1.6 0.000
O 19.107 13.975 25.512 3.0 0.4 -1.5 0.000
C 20.492 15.841 25.132 0.9 1.3 0.3 0.000
C 21.709 16.450 24.941 -3.3 -0.8 1.0 0.000
C 22.857 15.658 24.589 0.5 1.9 -0.9 0.000
O 23.930 16.261 24.433 -0.7 -2.1 0.2 0.000
H 23.375 13.614 24.036 0.1 -0.1 -0.2 0.000
H 21.205 12.567 24.485 0.2 -0.2 -0.2 0.000
H 19.639 16.408 25.476 0.0 0.4 -0.3 0.000
H 21.774 17.512 25.129 0.3 0.1 -0.2 0.000
C 28.522 12.957 24.967 1.9 -1.4 0.4 0.000
C 29.464 13.224 25.898 -0.6 0.3 -1.8 0.000
C 29.331 14.429 26.736 -0.6 -0.7 0.8 0.000
O 30.113 14.688 27.620 0.4 0.4 0.0 0.000
C 28.092 15.187 26.500 -0.8 0.6 0.4 0.000
C 27.093 14.742 25.759 -0.9 0.1 -1.5 0.000
C 27.207 13.550 24.890 -0.9 0.3 -0.8 0.000
O 26.364 13.127 24.092 0.9 0.8 1.4 0.000
H 28.739 12.216 24.211 -0.1 -0.3 0.0 0.000
H 30.417 12.718 25.833 0.1 0.0 0.4 0.000
H 27.801 16.095 27.008 0.9 0.2 0.5 0.000
H 26.253 15.395 25.573 -0.5 -0.2 0.3 0.000
C 26.331 20.214 25.703 0.9 -0.2 -1.1 0.000
C 25.270 19.438 25.651 -1.1 -1.0 1.0 0.000
C 23.894 19.958 25.954 -1.1 -1.1 -0.8 0.001
O 22.855 19.284 26.023 2.4 0.9 0.0 0.000
C 23.871 21.412 26.067 0.8 1.6 0.5 0.000
C 24.988 22.174 26.006 -2.1 1.3 0.3 0.000
C 26.317 21.688 25.836 -0.1 -2.9 0.1 0.000
O 27.365 22.264 25.846 0.9 1.6 0.0 0.000
H 27.277 19.768 25.435 0.4 0.1 0.3 0.000
H 25.443 18.375 25.569 -0.5 -0.2 -0.3 0.000
H 22.956 21.942 26.287 -0.5 -0.3 -0.1 0.000
H 24.881 23.241 26.139 -0.1 0.2 0.0 0.000

***

No. 7
12
Properties=species:S:1:pos:R:3:forces:R:3:nbo_charge:R:1 method="wB97M-V/def2-TZVPD" smiles="NOS(=O)(=O)CO" relative_energy_ev=3.3581 spin_multiplicity=1 homo_ev=-10.48 total_charge=0
N 0.338 1.838 0.870 -1.5 0.0 -1.9 -0.515
O 0.520 0.513 1.479 -0.5 0.2 0.7 -0.590
S -0.186 -0.748 0.719 -1.6 2.0 -1.7 2.231
O 0.207 -1.953 1.363 0.2 0.2 0.6 -0.893
O -1.620 -0.440 0.507 2.7 -0.5 0.6 -0.927
C 0.653 -0.716 -1.011 -4.4 0.8 0.9 -0.253
O -0.428 -0.296 -1.847 -0.6 -1.8 -0.4 -0.710
H 0.065 2.572 1.542 0.5 -1.2 0.9 0.365
H -0.568 1.796 0.326 1.1 -0.4 0.4 0.359
H 1.340 0.076 -1.142 1.3 0.3 0.4 0.231
H 0.924 -1.742 -1.010 0.7 -0.8 -0.8 0.204
H -1.244 -0.901 -1.796 2.0 1.2 0.2 0.497

***

No. 8
35
Properties=species:S:1:pos:R:3:forces:R:3:nbo_charge:R:1 method="wB97M-V/def2-TZVPD" spin_multiplicity=1 homo_ev="1.27 / 0.15" total_charge=-2
C -0.517 1.115 -4.073 1.1 1.5 1.1 -0.333
C 0.913 1.296 -3.863 -1.3 1.2 0.5 -0.375
C 1.100 2.144 -2.681 -1.3 0.2 -1.3 -0.415
C -0.238 2.514 -2.189 0.3 -0.3 -1.8 -0.361
C -1.226 1.866 -3.045 2.0 0.4 -0.4 -0.344
Pb 0.249 0.109 -1.518 -0.9 -1.2 1.1 1.344
N -1.445 -1.433 -1.977 1.1 1.3 0.1 -1.113
C -0.454 -2.397 -2.465 -1.3 -0.5 0.1 -0.272
C 0.930 -1.801 -2.645 0.5 -0.5 0.0 -0.728
H 2.057 2.388 -2.187 -0.7 -0.1 -0.4 0.231
H 1.717 0.802 -4.419 -0.4 0.2 0.3 0.204
H -0.437 3.089 -1.273 0.1 -0.4 -0.6 0.245
H -2.311 1.933 -2.926 0.5 -0.2 0.0 0.214
H -0.979 0.522 -4.862 0.2 0.1 0.4 0.206
H 1.300 -1.697 -3.677 -0.1 0.1 0.6 0.197
H -0.371 -3.195 -1.708 0.0 -0.6 -0.5 0.146
H -2.454 -1.618 -1.915 0.9 -0.5 -0.2 0.348
H 1.707 -2.035 -1.889 -0.4 -0.4 -0.7 0.194
H -0.809 -2.745 -3.441 0.3 -0.8 -0.1 0.145
O 2.419 2.313 2.928 0.4 -0.3 0.1 -0.970
S 2.106 1.003 2.396 -3.3 -1.6 -1.3 2.246
O 3.195 0.109 2.026 0.2 0.6 0.7 -0.975
N 1.051 1.105 1.088 0.8 0.4 1.0 -0.886
C -0.192 0.637 1.384 0.5 0.0 1.4 -0.024
S -1.481 0.800 0.296 -1.0 0.5 0.5 -0.266
C -0.352 0.011 2.667 0.2 1.0 -1.8 -0.089
C -1.519 -0.589 3.153 -1.1 -0.5 0.4 -0.233
C -1.544 -1.093 4.442 -0.2 0.1 -0.5 -0.245
C -0.388 -0.990 5.243 0.5 -0.1 0.6 -0.338
C 0.783 -0.381 4.733 0.3 0.1 0.0 -0.195
C 0.816 0.130 3.430 0.8 -0.3 1.4 -0.351
H -2.407 -0.645 2.487 0.8 0.1 0.5 0.228
H -2.461 -1.565 4.831 0.5 0.2 -0.2 0.184
H -0.427 -1.397 6.275 0.3 0.4 -0.7 0.180
H 1.672 -0.308 5.373 -0.3 0.0 -0.2 0.195